Formula: C6H12N2O2
Source: OMol25
Level of theory: ωB97M-V with the def2-TZVPD basis set

Atoms and positions in Å:
1 C -0.9560 -0.3405 2.3548
2 C -0.1994 0.1787 1.1754
3 N 1.2191 -0.1349 0.9491
4 C 0.8013 1.2732 1.0501
5 C 0.2788 1.6802 -0.3248
6 C -0.7808 0.5383 -0.1950
7 C -0.8663 -0.5528 -1.2446
8 O -1.3669 -1.6433 -0.9554
9 H -1.9091 0.1961 2.4582
10 H -1.1753 -1.4115 2.2381
11 H -0.3781 -0.2027 3.2791
12 H 1.6338 -0.4214 1.8339
13 H 1.2170 1.9154 1.8263
14 H -0.1845 2.6730 -0.3386
15 H 0.9944 1.5979 -1.1532
16 H -1.7883 0.9653 -0.0872
17 O -1.1431 0.0216 -2.4495
18 H -1.7160 -0.5708 -2.9542
19 N 1.3709 -1.3630 -1.8264
20 H 1.9204 -1.2239 -0.9660
21 H 1.2667 -2.3445 -2.0703
22 H 1.7614 -0.8302 -2.6000

Forces on the atoms, in the same order (eV/Å):
C -0.0756 -0.1355 0.0681
C -0.0712 0.0399 0.0458
N 0.2164 -0.1551 -0.0894
C 0.0722 0.3667 0.3471
C 0.0563 0.1185 -0.1020
C 1.2789 0.0324 0.0374
C -4.0378 -1.0928 0.7463
O 1.4555 1.1448 -0.4433
H 0.2234 -0.1447 0.0170
H 0.0310 0.2786 -0.0030
H -0.1225 -0.0140 -0.1845
H -0.1438 0.1127 0.0164
H -0.1108 -0.1679 -0.2161
H 0.1199 -0.2222 0.0105
H -0.1888 -0.0298 0.2233
H 0.2293 -0.3057 -0.2384
O 0.7165 0.2688 -0.2651
H 0.2412 -0.3140 0.1190
N 0.3689 0.4136 0.2355
H -0.4592 -0.1681 -0.6483
H 0.1291 0.3023 0.1070
H 0.0713 -0.3285 0.2166

total energy: -13490.1875 eV
SMILES: C[C@]12N[C@H]1C[C@H]2C(=O)O.N
energy relative to the best compared isomer or geometry (same formula, charge and spin): 51.63 kcal/mol